(1)
Below is 11 unconnected molecules or ions with the total composition H23O11 in a non-equilibrium geometry, with properties calculated with ωB97M-V with the def2-TZVPD basis set.

Geometry as ORCA input:
```
! RIJCOSX wB97M-V def2-TZVPD def2/J DEFGRID3
* xyz 1 1
O 1.32611 -0.83261 -1.62980
O 1.79232 -0.50156 2.11175
O -0.04461 1.78305 2.63092
O -1.55864 -0.87614 -2.48396
O -2.66827 -1.50343 0.23565
O 1.97444 2.12463 -2.23702
O -0.95503 -1.17598 2.79795
O -0.43078 -0.01078 0.19179
O 0.10753 -2.83151 0.68027
O -0.60883 2.05497 -2.13727
O 2.21862 1.84084 0.41391
H 0.31495 -0.15681 0.87848
H 1.05404 -0.61433 2.68717
H -3.09383 -1.46464 -0.62476
H 1.01875 2.15687 -2.15211
H 2.38886 1.72689 -0.52836
H 1.44235 -1.71621 -1.86687
H -0.76860 1.92891 -3.05364
H 2.05077 1.31103 -2.70723
H -1.05729 -1.58310 -2.85923
H 1.79330 0.45030 1.94396
H -0.07258 -0.04693 -0.73380
H 1.19626 -0.46930 -2.51214
H 3.00287 2.15858 0.83963
H -1.86073 -1.26257 2.96185
H -0.69930 1.60496 3.32747
H -3.23952 -1.01013 0.82521
H -2.27774 -0.57141 -3.05555
H -0.55153 2.17742 1.93348
H 0.99587 -2.90409 0.94331
H -0.29313 -2.40600 1.48283
H -0.85092 2.97354 -2.02999
H -1.13928 -0.71075 0.22391
H -0.50642 -1.64372 3.50220
*
```

Values from the calculation:
HOMO level in eV: -13.818
Energy above the lowest of the compared OMol25 structures with the same formula, charge and spin in eV: 2.711
Gap between HOMO and LUMO in eV: 10.67
LUMO in eV: -3.145

From a natural (NBO) analysis of the wavefunction, the atomic charges in e read: -0.92, -0.94, -0.95, -0.98, -0.94, -0.94, -0.96, -0.85, -0.96, -0.93, -1.00, 0.57, 0.46, 0.50, 0.48, 0.50, 0.49, 0.48, 0.45, 0.49, 0.51, 0.57, 0.46, 0.48, 0.49, 0.47, 0.48, 0.49, 0.48, 0.47, 0.47, 0.50, 0.56, 0.49

(2)
Below is a molecular structure, C53H142F2N13O19S2Ti in a non-equilibrium geometry, with properties calculated with ωB97M-V with the def2-TZVPD basis set.

Geometry as ORCA input:
```
! RIJCOSX wB97M-V def2-TZVPD def2/J DEFGRID3
* xyz 0 2
Ti -0.68426 -2.74935 -2.23867
S -3.68322 -2.73630 -4.33737
S -5.40581 -4.33707 -2.86275
F -2.73754 -2.23660 -2.95376
F -5.47613 -3.01554 -1.98179
O -0.94779 -0.80849 -1.48162
O 0.03654 -2.81519 2.29002
O 0.09896 6.87694 -2.70384
O 3.18287 3.99739 -4.38901
O 10.15256 -5.05526 -2.62760
O 1.99454 3.96284 3.08801
O -4.59871 -1.61975 -4.32748
O -2.65583 -2.96574 -5.33583
O -2.70927 -1.55530 1.30465
O -4.25314 3.58290 -1.38316
O -3.83404 1.42795 6.10291
O -7.46273 -0.91271 2.13412
O 0.80534 -2.02288 -1.02520
O -6.65327 -4.49479 -3.51366
O -0.57629 -4.25638 -3.39774
O 6.84957 -1.04319 0.10615
O -2.34544 3.17430 2.55826
O -4.92362 -5.41852 -2.05526
O 2.83366 -2.03269 -4.63685
N 1.16258 -5.02950 1.50964
N -5.57079 -2.69942 4.69686
N 0.18595 -1.41047 -3.88682
N 3.53240 0.48312 -3.65651
N -1.57045 -3.42805 -0.30339
N -7.34247 1.95459 -2.56416
N -1.48790 0.03540 7.66259
N -0.01679 6.02632 3.46621
N -4.95234 5.73017 2.74716
N 7.08663 -3.07937 -2.42429
N 4.01246 -1.46236 -0.61609
N -4.20574 -4.11931 -3.98267
N 0.36599 5.01035 -0.81100
C 3.80937 1.86808 -3.51647
C -2.54175 1.34246 5.60133
C 8.31731 -4.24900 -0.59943
C -3.29395 -4.44588 1.24656
C -6.33375 1.42738 -0.49007
C -4.05692 2.34398 7.12403
C 0.15773 -0.95928 -0.91959
C 0.03827 5.38682 5.80609
C -6.42845 2.53679 -1.59380
C -3.57283 -2.08701 0.25963
C 1.27153 6.22503 -0.77658
C -0.31615 -6.61034 -2.96399
C -3.00264 4.09010 -1.86229
C 4.50219 -0.39467 0.21925
C 3.27143 -4.69249 2.85548
C 0.51807 -2.15663 -5.10638
C -4.16420 4.56465 3.17339
C -7.01586 -2.01537 2.88302
C -0.50106 -5.73022 -5.31671
C 5.93103 0.02730 -0.12506
C 1.81602 -2.94577 -4.92043
C -5.06385 -0.59822 3.68176
C -5.05218 3.37784 3.55234
C 0.60936 -1.35106 -6.47747
C -2.73929 -0.21242 1.49246
C 8.26287 -0.64376 0.17525
C 8.86584 -4.54369 -3.05175
C 5.34159 2.10996 -3.88665
C 4.31761 -0.67479 1.72885
C 1.37180 -2.96407 2.66075
C 1.10140 3.87291 4.07770
C 2.23067 4.75820 -5.04757
C -1.43405 2.82127 1.49977
C -6.17646 -1.49767 4.09844
C 1.44027 6.77999 -2.15583
C -5.07549 2.89263 -2.25370
C 2.55122 5.84849 -0.07001
C -8.00006 -1.25571 0.89254
C 1.77309 -4.48987 2.73419
C -0.06652 0.87809 5.87316
C -3.23392 4.11648 2.05457
C 0.75810 0.20308 -0.17289
C 0.00865 7.88135 -3.71158
C -0.76471 -3.08328 3.48319
C 0.76375 5.31774 4.53182
C 2.89790 2.62562 -4.46027
C 8.39997 -3.59815 -2.00865
C 4.05423 -2.67054 -4.64322
C -0.97139 -5.49763 -3.86838
C -2.98691 -3.47363 0.01433
C -1.34973 1.07748 6.69309
C 10.38287 -6.38777 -3.05989
C 2.18026 2.82915 2.20287
H 3.19824 5.14883 -0.62969
H 4.75606 -1.65882 1.93369
H 9.02303 -4.06585 -4.06103
H 0.71722 -6.69696 -3.15580
H -5.04590 2.15660 7.50817
H 1.80172 -3.68942 -4.12780
H -1.79340 -3.38958 3.27538
H 9.31453 -4.50973 -0.32452
H -1.03463 8.16764 -3.79928
H -0.76464 -7.62259 -3.05024
H -0.34324 -2.83242 -5.27318
H 3.55277 -0.01848 -4.53435
H -2.66355 5.01776 1.62000
H 0.71723 6.94372 -0.21711
H 0.40220 8.80570 -3.43687
H -3.41167 -1.37261 -0.60170
H 0.98168 -0.76839 -3.57638
H -2.59833 0.45514 4.96847
H -3.79714 3.63730 1.23440
H -0.98682 -3.01036 0.44132
H -6.39798 -2.69484 2.30846
H 3.02539 6.80028 0.14135
H -6.82281 3.45709 -1.22003
H 1.46347 3.27693 4.93924
H 4.76989 -2.10062 -0.71260
H 9.17067 -2.72034 -1.92256
H -8.64536 -2.12859 1.00904
H -0.20109 -0.05394 5.33724
H -1.40842 -0.86725 7.13002
H -8.72874 -0.52092 0.56549
H -7.29083 1.32777 -0.00326
H -0.05616 1.68169 5.14988
H -4.00511 3.38709 6.74877
H 4.16656 -3.23152 -5.57428
H -2.43921 -5.12381 1.50096
H -7.79019 2.63622 -3.14880
H 6.70435 -2.40241 -1.72390
H 10.61167 -6.40515 -4.14364
H 0.87783 4.24025 -1.18514
H -4.53674 2.55353 4.03732
H 3.76421 -4.19613 3.65310
H 0.80964 0.85116 6.49614
H -2.07173 -5.62058 -3.75479
H -2.34036 0.15774 8.18382
H 6.19948 0.85843 0.54560
H -0.65908 3.58744 1.25445
H 3.03608 2.27256 -5.49194
H -0.83050 -2.23583 4.10020
H -0.88448 5.47721 3.24996
H 0.88313 1.02529 -0.82225
H -3.37173 -3.95232 -0.84004
H 2.00553 -2.50340 1.85928
H 3.87268 0.44510 -0.06457
H 3.60717 -0.08824 -2.83061
H -0.33779 -3.88734 4.04774
H 0.48739 5.99572 2.56052
H 3.73350 -4.35434 1.82549
H 0.58544 -5.47581 -5.41392
H -2.50503 4.50093 -0.97601
H 11.26229 -6.71309 -2.50211
H -2.19924 0.02248 2.41485
H 1.93889 -3.44247 -5.88929
H 2.35271 1.93752 2.81789
H 5.94335 0.28843 -1.23758
H -0.47721 5.16543 -1.33407
H -0.22563 -0.61244 -6.62634
H -0.95989 1.93516 1.87903
H -0.99184 5.18852 5.63169
H -1.94779 2.59582 0.58242
H 3.19193 -1.91361 -0.24974
H 1.87406 2.35246 -4.17063
H 3.51696 2.15573 -2.48945
H -5.43895 3.45337 -3.13755
H -7.92420 -2.50389 3.22714
H -3.70194 -3.83460 2.08413
H 4.83687 0.13896 2.37724
H -0.63073 -0.77605 -4.07421
H 0.14586 3.35885 3.83574
H -2.31902 2.22049 5.07403
H -4.92684 -2.33742 5.37069
H 1.17175 4.55988 -4.79928
H -4.34175 -1.08504 3.06330
H -3.83280 0.10831 1.62193
H 1.28117 2.74664 1.54133
H -0.55621 -6.81053 -5.44440
H -2.48283 3.20037 -2.14270
H 7.65550 -5.10875 -0.62685
H -3.08913 4.81280 -2.69348
H 1.53573 -0.72392 -6.44678
H 2.29851 4.61661 -6.16456
H -5.79532 3.76816 4.22319
H 1.54590 -4.67368 0.66840
H -5.76346 5.42916 2.28176
H 2.35250 5.85225 -4.83532
H 5.70777 3.10955 -3.70323
H -1.11955 -4.43719 -0.24078
H 3.53548 -5.75269 2.94143
H -7.22909 -1.39888 0.06249
H -1.19630 -5.18316 -6.01026
H -4.13945 -5.08454 1.08229
H -6.85827 -0.93119 4.71007
H -5.52395 0.20685 3.08619
H 5.81039 1.41303 -3.11836
H -1.26043 1.97414 7.32852
H 1.75295 -0.00708 0.24471
H 8.65047 -0.21814 -0.76380
H 4.16254 -3.32385 -3.73175
H -5.47803 2.88700 2.64947
H 1.69885 5.93806 4.69402
H -0.45851 -6.40246 -1.90678
H -5.21815 6.28541 3.57962
H 8.33753 0.12318 0.94699
H 8.81938 -1.57178 0.47580
H 0.58982 -2.14623 -7.17831
H 8.16942 -5.36978 -3.24753
H 4.78085 -1.92395 -4.63470
H 5.45444 1.81951 -4.90492
H 3.28233 -0.78568 2.06015
H 0.00874 0.34724 0.47093
H -3.62988 4.99848 4.03720
H -3.25569 2.32713 7.88081
H 9.49926 -7.03762 -2.93061
H -4.63788 -2.11342 0.57613
H 7.87708 -3.53967 0.03025
H 1.32625 -6.07318 1.41160
H -0.02958 6.31619 6.38308
H 1.96942 6.00239 -2.72333
H -6.86248 1.24915 -3.10964
H 3.06898 3.03606 1.60795
H 0.30716 7.70954 -4.77120
H -4.52602 -0.25443 4.57520
H -6.11287 0.53558 -1.10222
H -2.37958 0.37459 0.63842
H 1.73863 -2.41465 3.57136
H 7.12901 -2.59996 -3.29700
H -5.53562 1.54841 0.20749
H -6.19702 -3.32577 5.17563
H -4.62492 1.96126 -2.52431
H 2.24474 5.29791 0.82002
H 0.41271 4.67590 6.55301
H 1.31964 -4.98686 3.66431
H 1.83537 7.77525 -2.13331
*
```

Values from the calculation:
HOMO level (spin up / spin down) in eV: -8.830 / -8.892
Gap between HOMO and LUMO (spin up / spin down) in eV: 9.06 / 9.12
LUMO (spin up / spin down) in eV: 0.230 / 0.232

Mulliken population analysis, charges in e, atoms 1 to 99: 0.76, 0.98, 1.12, -0.15, -0.11, -0.79, 0.08, -0.25, -0.30, -0.31, -0.48, -0.57, -0.56, 0.69, -0.09, -0.33, -0.32, -0.61, -0.62, -0.31, -0.23, 0.30, -0.61, -0.14, -0.29, -0.61, 0.78, 0.80, 1.95, -0.62, -0.54, -0.75, -0.79, -0.50, 0.33, -0.30, 0.05, 0.39, 0.98, -1.60, -1.30, -0.44, -0.76, 1.51, -1.23, -0.09, -0.55, -0.03, -1.45, -0.59, 0.94, -1.35, 0.80, 0.67, -1.11, -1.21, -0.94, -1.14, 0.25, -0.60, -1.69, -0.02, -0.87, -0.82, -1.39, -1.07, 0.49, 0.86, -0.84, -0.57, 0.15, -0.61, -0.53, -0.95, -0.76, 0.04, -0.29, -0.35, 0.23, -0.97, -0.44, 0.16, -0.79, 0.84, -0.91, 0.49, 0.67, -0.48, -0.72, -0.59, 0.17, 0.25, 0.37, 0.44, 0.28, 0.41, -0.03, 0.36, 0.33